Here is C19H21NO4 in the gas phase from OMol25. Energies are from wB97M-V/def2-TZVPD.

Positions of all 45 atoms, in Å:
C 5.26871 0.15888 -0.00425
C 4.87261 0.56339 -1.42186
O 3.51720 0.28921 -1.70851
C 2.54045 1.10940 -1.23532
C 1.23792 0.70401 -1.53335
C 0.14572 1.45040 -1.13252
C 0.36093 2.62503 -0.41719
C 1.64578 3.03177 -0.12031
C 2.74090 2.28453 -0.52034
H 3.73105 2.63457 -0.27516
H 1.80637 3.94710 0.43077
H -0.47883 3.22561 -0.09981
C -1.27341 0.99907 -1.40939
C -1.67520 0.01938 -0.33285
C -2.11370 0.45481 0.91250
C -2.42879 -0.43810 1.92037
C -2.30151 -1.82468 1.67831
C -1.86567 -2.25742 0.43973
C -1.55066 -1.34199 -0.56411
N -1.10467 -1.80355 -1.79946
C -0.97506 -1.04927 -2.92353
O -0.55600 -1.52703 -3.95617
C -1.46353 0.37740 -2.79472
H -0.97198 0.97896 -3.56027
H -2.53314 0.34907 -3.02729
H -0.86360 -2.78265 -1.88093
H -1.75930 -3.30991 0.22894
O -2.63003 -2.63644 2.71898
C -2.52341 -4.02642 2.54223
H -2.83195 -4.46672 3.48897
H -1.49356 -4.32804 2.32298
H -3.18453 -4.38442 1.74570
O -2.86434 -0.09585 3.16599
C -2.98603 1.26912 3.47492
H -3.72315 1.76463 2.83370
H -3.32763 1.30635 4.50812
H -2.02544 1.78903 3.39253
H -2.19881 1.51626 1.07962
H -1.91872 1.88167 -1.34061
H 1.12370 -0.20497 -2.10070
H 5.10244 1.62041 -1.60525
H 5.42902 -0.03827 -2.14633
H 4.70408 0.72325 0.73394
H 5.06641 -0.89861 0.14576
H 6.32936 0.34105 0.14618

Computed properties:
- E_LUMO: 0.7 eV
- Frontier orbital gap: 8.35 eV
- Calculated total energy: -29723.83075 eV
- HOMO energy: -7.63 eV
- SMILES: CCOc1cccc([C@H]2CC(=O)Nc3cc(OC)c(OC)cc32)c1
- Relative energy (zero: lowest compared OMol25 entry of this formula, charge and spin): 34.0 kcal/mol

Löwdin population analysis, charges in e, atoms 1 to 5: atom 1 (C): -0.065, atom 2 (C): -0.249, atom 3 (O): -0.044, atom 4 (C): -0.249, atom 5 (C): 0.068